1.
74
Properties=species:S:1:pos:R:3:forces:R:3 method="wB97M-V/def2-TZVPD" spin_multiplicity=4 charge=0 energy_ev=-114528.24407
Re 0.616 0.142 -0.504 1.6 -0.8 2.1
Te -0.559 1.657 -2.465 -0.3 0.7 -0.5
Ge -0.820 0.158 2.368 0.2 0.2 -0.3
S -0.934 -1.561 -1.955 0.1 -0.4 0.0
O 3.683 -0.135 -0.487 0.1 0.0 0.1
N -0.229 -1.884 -4.488 0.3 0.0 0.0
N 1.346 -2.510 -2.874 0.0 0.0 0.0
C 0.707 0.825 6.268 0.0 0.0 0.0
C 3.148 -4.196 -5.653 0.1 0.0 0.0
C 2.518 0.234 -1.049 -1.2 0.3 -0.4
C 2.096 -3.719 -4.885 -0.1 0.0 0.1
C -1.678 0.642 6.493 0.0 0.0 0.0
C -0.430 0.855 7.062 0.0 0.0 0.0
C -4.182 -1.327 0.298 0.0 0.0 0.0
C -0.432 4.216 1.134 0.0 0.0 -0.1
C -4.100 -2.594 2.336 0.0 -0.1 0.0
C -0.650 0.356 4.325 0.0 -0.2 -0.3
C -0.183 2.873 1.388 0.0 0.0 0.1
C -2.747 3.888 1.672 0.0 0.0 0.0
C -2.986 -1.871 2.742 0.1 0.1 0.0
C 0.594 0.581 4.907 0.0 0.0 0.0
C -1.209 2.018 1.792 0.0 -0.2 0.0
C -4.704 -2.318 1.118 0.0 0.0 0.0
C 0.128 -2.017 -3.184 -0.4 0.1 0.0
C 0.020 3.727 -2.525 -0.1 -0.1 0.1
C 0.680 -0.573 1.354 -0.8 0.8 -1.0
C -1.716 4.725 1.270 0.0 0.0 0.0
C -3.065 -0.618 0.710 0.0 0.0 -0.1
C 4.721 -3.326 -4.069 0.1 0.0 0.0
C -2.458 -0.866 1.936 0.2 0.1 0.2
C 4.462 -3.999 -5.256 0.0 0.0 0.0
C -1.785 0.393 5.132 0.0 0.0 0.0
C 3.681 -2.835 -3.303 -0.2 0.1 0.1
C 2.872 0.783 -2.430 0.1 -0.1 0.2
C -2.572 2.094 -1.894 0.0 0.0 0.0
C 3.695 -0.635 0.844 0.0 0.0 0.0
C -2.491 2.549 1.936 0.0 0.0 0.0
C 2.357 -3.012 -3.711 0.3 -0.1 -0.2
H 3.131 0.022 1.505 0.0 0.0 0.0
H -1.910 5.773 1.078 0.0 0.0 0.0
H 2.932 -4.739 -6.563 0.0 0.0 0.0
H -3.749 4.282 1.795 0.0 0.0 0.0
H 5.742 -3.176 -3.743 0.0 0.0 0.0
H -4.639 -1.115 -0.662 0.0 0.0 0.0
H -4.499 -3.379 2.967 0.0 0.0 0.0
H 0.831 2.489 1.310 0.0 0.0 0.0
H -5.578 -2.876 0.803 0.0 0.0 0.0
H 2.959 1.870 -2.366 0.0 0.0 0.0
H -0.444 4.199 -3.389 0.0 -0.1 0.0
H 4.741 -0.680 1.137 0.0 0.0 0.0
H -3.301 1.903 2.258 0.0 0.0 0.0
H 1.594 -2.354 -1.906 0.0 0.0 0.0
H 3.247 -1.631 0.875 0.0 0.0 0.0
H 0.384 4.868 0.844 0.0 0.0 0.0
H -2.763 0.227 4.691 0.0 0.0 0.0
H -2.515 -2.097 3.693 -0.1 0.0 0.0
H -2.647 0.145 0.056 0.0 0.0 0.0
H 5.274 -4.385 -5.858 0.0 0.0 0.0
H 1.482 0.566 4.282 0.0 0.0 0.0
H -3.161 1.190 -2.034 0.0 0.0 0.0
H -1.060 -1.340 -4.643 -0.1 0.0 0.0
H 1.078 -3.933 -5.176 0.0 0.0 0.0
H 1.103 3.783 -2.614 0.0 -0.1 0.0
H -2.945 2.880 -2.547 0.0 0.0 0.0
H 1.147 -1.410 1.871 0.0 -0.2 -0.2
H 1.682 0.993 6.709 0.0 0.0 0.0
H 2.113 0.542 -3.174 0.0 0.0 0.0
H 3.833 0.386 -2.765 0.0 0.0 0.0
H 3.875 -2.307 -2.375 0.1 0.0 0.0
H -2.568 0.674 7.110 0.0 0.0 0.0
H -2.622 2.414 -0.856 0.1 0.0 0.0
H 0.506 -1.780 -5.174 0.0 -0.1 0.0
H -0.298 4.231 -1.617 0.0 -0.1 0.1
H -0.346 1.047 8.125 0.0 0.0 0.0

2.
31
Properties=species:S:1:pos:R:3:forces:R:3 method="wB97M-V/def2-TZVPD" spin_multiplicity=6 charge=+4 energy_ev=-136922.87928
I -0.335 -3.695 0.017 -0.6 -2.0 -0.2
I -2.039 2.941 -1.278 -0.7 0.6 -0.4
Ga -0.550 1.163 -0.232 -0.1 -0.3 -1.4
Fe 0.024 -1.348 0.143 0.5 0.2 1.6
S -0.595 -0.560 -1.773 -0.3 0.5 -0.4
O 0.126 3.035 2.264 -1.1 -5.0 -4.9
O 2.273 2.830 -1.555 -3.2 -2.7 1.9
O 3.038 -1.934 -0.291 -5.6 1.9 0.3
O 0.869 -1.720 3.130 -0.6 0.7 -1.9
N -2.963 0.172 3.228 0.8 -0.2 3.1
N -1.709 -0.181 1.149 0.1 0.9 0.4
N -2.031 -0.248 5.533 0.2 -0.1 1.0
C 0.570 -0.464 -3.418 0.5 0.0 -1.1
C -2.264 0.041 2.173 0.6 -1.1 -0.9
C 0.257 -1.805 -4.063 -0.7 -0.3 0.5
C 0.567 -1.480 2.066 0.8 -0.9 1.8
C -0.059 2.226 1.437 1.6 5.7 5.9
C 1.931 -1.572 -0.220 5.9 -1.7 -0.3
C 0.039 0.690 -4.248 -0.6 0.2 0.4
C 2.041 -0.320 -3.083 0.3 0.0 0.2
C 1.462 2.173 -1.073 3.2 3.0 -1.8
C -2.472 -0.050 4.459 -1.4 0.6 -3.8
H 2.504 0.279 -3.883 0.0 -0.2 0.2
H 0.500 -2.640 -3.394 0.1 0.1 -0.2
H 0.169 1.661 -3.755 0.1 0.0 -0.1
H 0.600 0.713 -5.198 -0.2 -0.1 0.3
H -0.803 -1.883 -4.340 0.3 0.0 -0.1
H 0.862 -1.914 -4.974 0.0 0.1 0.2
H 2.248 0.198 -2.139 0.0 -0.1 -0.3
H 2.527 -1.299 -3.081 0.0 0.2 0.1
H -1.024 0.560 -4.485 0.2 0.0 -0.1

3.
11
Properties=species:S:1:pos:R:3:forces:R:3 method="wB97M-V/def2-TZVPD" charge=0 energy_ev=-76211.61152
Br -2.473 -0.219 0.085 -0.3 0.6 -0.1
N 0.937 1.991 -0.065 0.0 -0.6 0.4
N 0.750 -1.540 0.630 0.4 -0.4 -0.1
C -0.775 0.435 -0.508 2.4 -4.9 -0.8
C 0.107 -1.314 -0.402 -1.8 3.6 0.7
C 0.038 1.230 0.431 -0.4 0.9 0.3
H -0.249 -1.997 -1.154 -0.1 -0.2 -0.5
H 1.011 -2.522 0.623 0.3 -0.3 0.3
H -0.624 0.428 -1.592 -0.6 1.2 0.4
H 1.658 2.511 0.478 -1.3 -0.8 0.2
H -0.382 0.997 1.475 1.5 0.8 -0.8